Here is a cluster of 2 separate species, C2H8N3O in total in a non-equilibrium geometry from OMol25. Energies are from ωB97M-V with the def2-TZVPD basis set.

Structure (ORCA input):
```
! RIJCOSX wB97M-V def2-TZVPD def2/J DEFGRID3
* xyz 1 1
C -1.17 1.20 -0.57
N -1.75 2.41 -0.35
O -0.06 0.83 -0.21
H -1.96 0.43 -0.77
H -2.10 2.99 -1.15
H -1.83 2.72 0.65
N 1.08 -1.18 1.46
C 1.40 -1.70 0.28
N 1.23 -1.06 -0.94
H 0.97 -0.15 1.62
H 1.10 -1.84 2.24
H 1.45 -2.69 0.33
H 1.18 -1.71 -1.78
H 0.44 -0.27 -0.82
*
```

LUMO level = -3.6 eV
HOMO energy = -14.3 eV
frontier orbital gap = 10.69 eV
electronic energy = -8713.8626 eV
strongest force on any atom = 6.16 eV Å⁻¹
relative energy (zero: lowest compared OMol25 entry of this formula, charge and spin) = 252.1 kJ/mol

***

Here is a structure of composition C40H40Cl2Ge2N6O3SSeTi from OMol25. Energies are from ωB97M-V with the def2-TZVPD basis set.

Structure (ORCA input):
```
! RIJCOSX wB97M-V def2-TZVPD def2/J DEFGRID3
* xyz 0 1
Ti -0.49 -0.17 -0.37
C -3.77 3.02 -0.01
C -3.85 3.68 -1.23
C -2.86 3.45 -2.16
C -1.85 2.52 -1.89
N -1.84 1.79 -0.76
C -2.76 2.11 0.18
N -0.79 2.52 -2.77
C 0.06 1.58 -2.86
N 0.03 0.31 -2.30
C 1.13 -0.38 -2.80
N 1.42 -1.63 -2.67
C 0.49 -2.54 -2.22
C 0.78 -3.88 -2.50
C -0.17 -4.85 -2.27
C -1.42 -4.45 -1.81
C -1.61 -3.12 -1.51
N -0.67 -2.17 -1.64
C 1.95 0.52 -3.63
C 3.13 0.31 -4.31
C 3.62 1.37 -5.06
C 2.94 2.59 -5.13
C 1.74 2.77 -4.45
C 1.27 1.71 -3.70
H -4.47 3.21 0.79
H -4.64 4.39 -1.43
H -2.81 3.99 -3.10
H -2.66 1.61 1.12
H 1.75 -4.11 -2.92
H 0.04 -5.89 -2.46
H -2.22 -5.15 -1.64
H -2.57 -2.78 -1.14
H 3.65 -0.64 -4.26
H 4.55 1.26 -5.60
H 3.35 3.39 -5.72
H 1.19 3.71 -4.50
C 4.24 0.46 -0.95
Ge 4.26 -1.45 -0.53
C 5.74 -1.80 0.70
C 4.54 -2.56 -2.12
Ge 2.30 -2.00 0.83
C 1.74 -3.85 0.84
C 2.60 -4.85 0.41
C 2.19 -6.18 0.39
C 0.90 -6.51 0.80
C 0.03 -5.51 1.23
C 0.45 -4.19 1.26
C 2.69 -1.25 2.59
C 2.67 -2.01 3.75
C 3.05 -1.45 4.96
C 3.45 -0.12 5.02
C 3.46 0.65 3.86
C 3.08 0.08 2.66
H 4.88 0.66 -1.82
H 4.63 1.02 -0.10
H 3.24 0.83 -1.17
H 6.69 -1.56 0.22
H 5.77 -2.86 1.00
H 5.65 -1.20 1.61
H 5.48 -2.26 -2.58
H 3.72 -2.44 -2.82
H 4.62 -3.61 -1.84
H 3.60 -4.60 0.07
H 2.87 -6.95 0.05
H 0.58 -7.54 0.77
H -0.98 -5.75 1.54
H -0.23 -3.43 1.60
H 2.35 -3.05 3.72
H 3.04 -2.05 5.86
H 3.75 0.32 5.97
H 3.77 1.69 3.90
H 3.11 0.69 1.75
Cl 2.53 3.50 1.47
C 0.90 2.93 1.85
Cl -0.30 4.22 1.65
C 0.48 1.77 0.96
O -0.44 1.02 1.40
O 0.97 1.58 -0.16
H 0.88 2.62 2.89
O 0.80 -1.07 0.32
S -0.81 -1.43 3.66
C -0.27 0.05 4.57
C -0.63 -0.19 6.03
C -1.98 -0.91 6.02
C -1.84 -2.07 5.03
H -0.80 0.92 4.17
H 0.80 0.19 4.41
H -0.66 0.74 6.59
H 0.13 -0.84 6.48
H -2.75 -0.22 5.67
H -2.27 -1.27 7.01
H -2.79 -2.40 4.63
H -1.34 -2.92 5.49
Se -2.86 -0.86 0.49
C -2.73 -2.52 1.26
N -2.74 -3.57 1.74
*
```

LUMO level = -0.7 eV
HOMO energy = -7.8 eV
frontier orbital gap = 7.03 eV
electronic energy = -294592.6430 eV
strongest force on any atom = 0.75 eV Å⁻¹
relative energy (zero: lowest compared OMol25 entry of this formula, charge and spin) = 0.0 kJ/mol

***

Here is a cluster of 2 separate species, C5H16NP2 in total in a non-equilibrium geometry from OMol25. Energies are from ωB97M-V with the def2-TZVPD basis set.

Structure (ORCA input):
```
! RIJCOSX wB97M-V def2-TZVPD def2/J DEFGRID3
* xyz 1 1
C 3.17 -0.62 1.19
C 2.48 -0.37 -1.70
C -1.68 0.39 1.65
C -3.12 1.66 -0.40
C -1.47 -0.53 -0.90
N -0.75 -1.71 -0.68
P 1.80 -0.50 -0.03
P -2.69 0.05 0.21
H 3.85 0.23 1.25
H 3.76 -1.58 0.88
H 2.65 -0.94 2.08
H 1.71 -0.80 -2.35
H 3.40 -1.06 -1.62
H 2.62 0.62 -1.99
H -1.58 -0.52 2.40
H -1.96 1.36 2.09
H -0.70 0.79 1.33
H -2.41 2.42 -0.34
H -3.94 1.99 0.20
H -3.36 1.55 -1.43
H -1.55 -0.23 -1.98
H -0.60 -2.29 -1.44
H -1.18 -2.14 0.10
H 0.58 -1.50 -0.19
*
```

LUMO level (spin up / spin down) = -5.4 / -4.5 eV
HOMO energy (spin up / spin down) = -11.0 / -12.0 eV
frontier orbital gap (spin up / spin down) = 5.55 / 7.51 eV
electronic energy = -25501.6336 eV
strongest force on any atom = 3.49 eV Å⁻¹
relative energy (zero: lowest compared OMol25 entry of this formula, charge and spin) = 269.3 kJ/mol

***

Here is a cluster of 2 separate species, C8H6ClF3NO2 in total in a non-equilibrium geometry from OMol25. Energies are from ωB97M-V with the def2-TZVPD basis set.

Structure (ORCA input):
```
! RIJCOSX wB97M-V def2-TZVPD def2/J DEFGRID3
* xyz -1 3
C 1.44 -0.61 -1.83
C 1.77 0.28 -0.89
C -0.43 -1.24 1.30
C 0.65 -1.24 0.36
C 0.72 -1.66 -1.04
C 1.64 0.66 1.58
C -1.90 0.32 0.57
C -2.02 0.84 -0.90
N 1.48 -0.10 0.38
O -0.84 -1.71 2.29
O 0.26 -2.73 -1.49
F -1.21 1.72 -1.34
F -1.89 -0.20 -1.78
F -3.32 1.29 -1.14
Cl -3.62 0.01 0.98
H 1.65 -0.63 -2.87
H 2.07 1.22 -0.97
H 2.38 1.38 1.37
H 0.82 1.27 1.81
H 1.96 -0.01 2.26
H -1.61 1.16 1.37
*
```

LUMO level (spin up / spin down) = 3.3 / 2.3 eV
HOMO energy (spin up / spin down) = -1.3 / -4.1 eV
frontier orbital gap (spin up / spin down) = 4.55 / 6.42 eV
electronic energy = -34648.8014 eV
strongest force on any atom = 4.11 eV Å⁻¹
<S²> = 2.021